Record 1
Molecular formula: C4H13N3O
Method: DFT, ωB97M-V/def2-TZVPD

Geometry (Å):
C  1.99  1.16  -0.19
N  0.95  0.17  0.17
C  0.59  0.20  1.56
C  -0.23  0.29  -0.86
C  -1.42  -0.64  -0.59
N  -2.46  -0.20  0.11
N  -1.27  -1.88  -0.99
O  -2.49  -2.59  -0.87
H  2.92  0.93  0.25
H  2.20  1.34  -1.23
H  1.58  2.16  0.23
H  1.32  -0.74  -0.15
H  0.28  1.17  1.87
H  -0.33  -0.32  1.69
H  1.43  -0.09  2.19
H  0.29  0.02  -1.85
H  -0.58  1.39  -0.83
H  -2.57  0.62  0.77
H  -3.03  -1.02  0.28
H  -0.60  -2.08  -1.73
H  -2.54  -3.18  -1.66

Values from the calculation:
Energy relative to the best compared isomer or geometry (same formula, charge and spin) ... 246.8 kJ/mol
Net charge ... +2
SMILES string ... C[NH+](C)C/C(N)=[NH+]/O
Kohn-Sham gap ... 11.0 eV
Electronic energy ... -10857.0502 eV

---

Record 2
Molecular formula: C23H26N2O3
Method: DFT, ωB97M-V/def2-TZVPD

Geometry (Å):
C  -5.83  -2.05  -0.40
O  -4.68  -2.38  0.34
C  -3.48  -1.87  -0.07
C  -3.30  -1.08  -1.20
C  -2.03  -0.61  -1.50
C  -0.94  -0.88  -0.69
C  0.37  -0.32  -1.03
C  1.29  0.15  -0.20
N  1.18  0.27  1.19
C  0.15  0.76  1.96
O  0.24  0.71  3.17
C  -1.02  1.33  1.24
C  -0.86  2.23  0.18
C  -1.97  2.75  -0.44
C  -3.26  2.39  -0.04
C  -4.45  2.93  -0.77
C  -3.40  1.53  1.04
C  -2.29  1.01  1.68
C  2.58  0.73  -0.74
O  2.62  1.87  -1.16
N  3.66  -0.08  -0.70
C  4.96  0.41  -1.11
C  5.93  0.35  0.07
C  6.00  -1.08  0.61
C  4.60  -1.56  0.99
C  3.67  -1.44  -0.21
C  -1.13  -1.70  0.42
C  -2.38  -2.19  0.73
H  -6.00  -0.97  -0.43
H  -6.66  -2.53  0.12
H  -5.78  -2.44  -1.42
H  -4.12  -0.83  -1.85
H  -1.90  0.01  -2.38
H  0.58  -0.25  -2.09
H  2.03  0.10  1.73
H  0.13  2.52  -0.14
H  -1.85  3.44  -1.26
H  -4.52  2.48  -1.76
H  -5.37  2.72  -0.22
H  -4.36  4.01  -0.90
H  -4.39  1.26  1.38
H  -2.41  0.35  2.53
H  4.83  1.44  -1.46
H  5.33  -0.21  -1.94
H  5.58  1.02  0.85
H  6.92  0.68  -0.26
H  6.41  -1.74  -0.15
H  6.66  -1.11  1.48
H  4.22  -0.94  1.81
H  4.63  -2.59  1.33
H  2.65  -1.75  0.04
H  4.03  -2.09  -1.02
H  -0.30  -1.95  1.06
H  -2.54  -2.82  1.58

Values from the calculation:
Energy relative to the best compared isomer or geometry (same formula, charge and spin) ... 206.6 kJ/mol
Net charge ... 0
SMILES string ... COc1ccc(/C=C(\NC(=O)c2ccc(C)cc2)C(=O)N2CCCCC2)cc1
Kohn-Sham gap ... 8.7 eV
Electronic energy ... -33396.2970 eV

---

Record 3
Molecular formula: C24H34N2O15S
Method: DFT, ωB97M-V/def2-TZVPD

Geometry (Å):
O  3.18  6.59  -3.74
C  3.62  6.03  -4.77
C  4.51  4.68  -4.79
C  4.40  4.15  -6.29
C  3.73  2.74  -6.62
C  2.63  2.24  -5.57
S  1.00  1.94  -6.49
C  0.29  3.63  -6.60
N  0.84  4.40  -7.66
N  0.23  5.63  -7.59
C  -0.68  5.59  -6.48
O  -0.68  4.30  -5.82
C  3.98  5.46  -7.11
O  3.44  6.41  -6.13
H  4.23  3.87  -4.02
H  5.57  4.98  -4.47
H  5.51  4.03  -6.60
H  4.59  1.96  -6.63
H  3.27  2.69  -7.66
H  2.94  1.29  -5.00
H  2.35  3.03  -4.77
H  -1.31  6.46  -6.14
H  4.83  6.07  -7.57
H  3.34  5.20  -8.01
C  -2.48  2.44  -4.51
C  -2.50  1.48  -3.34
C  -2.50  2.18  -2.01
O  -1.88  1.21  -1.17
C  -1.05  0.48  -1.96
O  -0.20  -0.27  -1.56
O  -1.30  0.72  -3.28
H  -2.47  1.88  -5.46
H  -3.35  3.10  -4.51
H  -1.58  3.05  -4.50
H  -3.34  0.79  -3.43
H  -3.51  2.41  -1.66
H  -1.90  3.09  -1.99
C  -2.48  -2.27  0.63
C  -3.62  -1.40  1.12
C  -3.59  -1.16  2.60
O  -4.97  -0.95  2.90
C  -5.67  -1.67  1.97
O  -6.84  -1.90  2.05
O  -4.87  -2.07  0.95
H  -2.55  -2.42  -0.45
H  -1.51  -1.80  0.85
H  -2.51  -3.26  1.09
H  -3.66  -0.47  0.55
H  -3.00  -0.28  2.86
H  -3.24  -2.01  3.17
C  0.55  0.37  7.19
C  0.24  -0.29  5.86
C  -1.23  -0.40  5.58
O  -1.29  -1.54  4.73
C  -0.23  -2.32  5.06
O  -0.09  -3.46  4.70
O  0.65  -1.65  5.85
H  1.63  0.41  7.34
H  0.15  1.38  7.23
H  0.14  -0.22  8.02
H  0.77  0.23  5.05
H  -1.63  0.49  5.08
H  -1.83  -0.60  6.47
C  0.31  -6.20  5.83
C  1.23  -6.97  6.75
C  1.54  -8.35  6.27
O  1.81  -9.05  7.48
C  1.08  -8.42  8.45
O  0.88  -8.86  9.55
O  0.60  -7.22  8.01
H  0.11  -5.21  6.23
H  0.75  -6.09  4.83
H  -0.66  -6.70  5.73
H  2.14  -6.39  6.94
H  2.41  -8.38  5.61
H  0.70  -8.84  5.77

Values from the calculation:
Net charge ... 0
SMILES string ... O=C1C[C@@H](CCSc2nnco2)CO1.C[C@@H]1COC(=O)O1.C[C@@H]1COC(=O)O1.C[C@@H]1COC(=O)O1.C[C@@H]1COC(=O)O1
Kohn-Sham gap ... 9.5 eV
Electronic energy ... -69964.0349 eV

---

Record 4
Molecular formula: C18H27N7O2
Method: DFT, ωB97M-V/def2-TZVPD

Geometry (Å):
O  -2.09  -0.36  -0.85
C  -2.73  -1.39  -1.02
C  -3.50  -1.75  -2.29
C  -4.47  -2.84  -1.72
C  -3.77  -3.38  -0.45
O  -2.83  -2.37  -0.13
H  -3.90  -0.89  -2.85
H  -2.79  -2.15  -3.03
H  -5.44  -2.43  -1.34
H  -4.79  -3.65  -2.30
H  -4.51  -3.54  0.38
H  -3.21  -4.35  -0.57
C  4.12  -0.15  -2.67
C  3.15  0.43  -1.75
N  2.34  0.80  -1.02
H  4.54  0.64  -3.25
H  3.69  -0.97  -3.21
H  5.01  -0.55  -2.14
C  -3.80  1.21  1.93
C  -3.92  2.11  0.81
N  -4.04  2.80  -0.11
H  -3.16  0.34  1.64
H  -4.83  0.89  2.05
H  -3.47  1.75  2.79
C  4.60  1.39  2.28
C  5.66  0.61  1.50
N  6.34  0.00  0.80
H  4.12  2.19  1.75
H  4.97  1.89  3.16
H  3.73  0.84  2.69
C  3.71  -3.28  1.27
C  2.77  -3.80  0.31
N  2.13  -4.39  -0.44
H  3.91  -2.24  1.13
H  4.63  -3.87  1.13
H  3.26  -3.42  2.22
C  -1.53  4.52  0.83
C  -1.06  4.15  2.15
N  -0.73  3.79  3.20
H  -2.09  5.42  0.90
H  -2.22  3.77  0.43
H  -0.82  4.68  0.07
C  -0.18  2.44  -1.71
C  0.29  2.76  -3.04
N  0.80  2.87  -4.09
H  0.43  2.87  -0.93
H  -0.16  1.32  -1.64
H  -1.20  2.87  -1.60
C  0.31  -1.01  1.06
C  0.92  -1.77  2.24
N  1.38  -2.37  3.11
H  -0.63  -0.55  1.40
H  0.15  -1.71  0.24
H  0.89  -0.18  0.68

Values from the calculation:
Net charge ... 0
SMILES string ... O=C1CCCO1.CC#N.CC#N.CC#N.CC#N.CC#N.CC#N.CC#N
Kohn-Sham gap ... 11.3 eV
Electronic energy ... -33626.7703 eV